Entry 1:
Computed, not measured: C26H35Br41O7S2 as an isolated structure, with wB97M-V/def2-TZVPD.

Results
* lowest unoccupied orbital energy: -0.56 eV
* HOMO level: -9.5 eV

```
111
Properties=species:S:1:pos:R:3:mulliken_charge:R:1
C 4.13748 -0.52157 1.95615 -1.34
C 3.71262 0.52006 0.89430 0.80
C 2.21895 0.90147 1.02056 -0.82
O 1.69931 1.14948 -0.28741 -0.36
C 0.65657 0.32583 -0.68833 -1.66
C 1.00923 -0.30118 -2.07659 0.79
S 0.95358 1.13181 -3.19493 -0.15
O 2.27361 -0.92051 -1.83225 -0.40
C 1.93916 -2.10594 -1.21604 0.06
O 2.62032 -2.65555 -0.49767 -0.43
O 0.72075 -2.49864 -1.64618 -0.48
C 0.16805 -1.50036 -2.50806 1.54
C -1.33353 -1.14053 -2.36217 -0.24
C -2.14796 -2.03839 -1.42731 -0.87
C -1.77060 -1.89201 0.02541 -0.41
S -2.84483 -2.80865 1.12562 1.38
O -3.89856 -3.38393 0.38674 -0.69
O -3.20503 -1.94500 2.16659 -0.62
O -1.89537 -3.91916 1.76095 -0.51
C 0.33920 -2.03279 -3.96471 -0.67
Br -0.83279 -3.62011 -4.13324 -0.01
C 1.80723 -2.42300 -4.33821 0.23
C 2.63371 -1.25109 -4.82960 -1.10
Br 1.76214 -3.66509 -5.89644 -0.09
H 3.29555 -1.14135 2.24358 0.31
H 4.50324 0.00743 2.82799 0.42
H 4.91542 -1.14379 1.53174 0.32
H 4.27820 1.42759 1.08041 -0.35
H 3.91144 0.18558 -0.11578 0.07
H 1.73984 0.07828 1.55498 0.29
H 2.09317 1.79400 1.62696 0.57
H 0.34226 -0.42648 0.03387 0.54
H -0.21713 0.96157 -0.86284 0.50
H 0.38771 0.62816 -4.30654 0.03
H -1.83078 -1.15805 -3.32144 0.83
H -1.49055 -0.12875 -1.98209 -1.06
H -3.17649 -1.69516 -1.51487 0.66
H -2.13844 -3.08195 -1.71755 0.27
H -0.75286 -2.19117 0.26017 0.18
H -1.86058 -0.85308 0.33130 0.27
H -2.36921 -4.76806 1.70684 0.37
H -0.04298 -1.31517 -4.67779 0.50
H 2.30153 -3.00411 -3.56660 0.11
H 2.14722 -0.72347 -5.64302 0.33
H 3.53982 -1.66820 -5.26082 0.38
H 2.95299 -0.58037 -4.04034 0.22
C 4.87840 4.66363 1.62419 -0.43
Br 4.25475 4.55675 3.44323 0.07
Br 6.50725 3.66357 1.37095 -0.04
Br 3.51152 4.12970 0.37659 0.01
H 5.10774 5.70064 1.42476 0.37
C -3.56264 1.95724 -4.14488 -0.40
Br -3.09541 1.79920 -2.28584 0.07
Br -2.32555 1.02211 -5.29389 -0.02
Br -5.37674 1.40283 -4.46460 0.04
H -3.49894 3.00642 -4.39685 0.41
C -5.25292 -0.03611 4.16320 -0.15
Br -4.79641 1.28983 5.48558 -0.02
Br -6.20307 -1.52039 4.94099 -0.02
Br -6.24488 0.73964 2.70201 0.01
H -4.33481 -0.42032 3.76280 0.21
C -9.11504 1.77083 5.00093 0.58
Br -8.63801 3.10410 6.30727 -0.04
Br -9.99135 0.25868 5.81543 -0.04
Br -10.15781 2.52247 3.56320 0.02
H -8.19340 1.40716 4.56653 -0.54
C 5.61772 -4.73398 -3.97929 0.07
Br 4.41492 -3.80889 -2.77810 0.27
Br 5.22876 -6.61693 -4.06265 0.00
Br 5.65750 -3.93263 -5.72987 -0.02
H 6.61084 -4.62829 -3.55734 -0.13
C 5.53853 6.60480 7.18605 -0.34
Br 7.08484 6.45759 6.04423 -0.05
Br 4.35004 8.00562 6.60273 -0.04
Br 4.62050 4.92197 7.36133 0.07
H 5.89394 6.87758 8.16982 0.39
C 6.18437 -5.38630 -10.00692 -0.33
Br 5.92344 -3.52202 -9.59551 -0.03
Br 7.65173 -6.13417 -9.00743 0.00
Br 4.56417 -6.39878 -9.76177 0.00
H 6.44559 -5.44824 -11.05352 0.34
C 0.57228 6.00463 9.26816 -0.30
Br 2.35149 6.47904 9.83263 -0.03
Br -0.44186 7.55400 8.73667 -0.01
Br 0.59797 4.66113 7.88608 -0.03
H 0.07127 5.57314 10.12270 0.35
C -9.67346 -2.38592 2.68193 -0.12
Br -8.23065 -2.44133 1.41215 0.01
Br -10.92282 -0.97525 2.29959 0.03
Br -10.55212 -4.09595 2.83227 -0.04
H -9.23716 -2.16598 3.64806 0.12
C -8.21639 4.16044 -5.97978 -0.29
Br -6.76306 4.11489 -7.24346 -0.01
Br -9.48875 5.54002 -6.41051 -0.03
Br -9.06754 2.43691 -5.79850 -0.02
H -7.79274 4.40713 -5.01645 0.33
C 8.08296 1.97513 8.08910 -0.32
Br 7.57372 0.75272 9.48891 -0.02
Br 6.85340 1.91106 6.60717 0.00
Br 8.31004 3.76865 8.75797 -0.02
H 9.04495 1.65155 7.71854 0.35
C -10.66752 1.39825 -1.21148 -0.33
Br -12.13819 2.07130 -0.15701 -0.05
Br -8.98852 1.52141 -0.25961 0.05
Br -11.00108 -0.39227 -1.84913 0.01
H -10.58577 2.03317 -2.08222 0.32
C 9.60028 -4.65325 -1.44561 -0.37
Br 9.97681 -6.53508 -1.60564 0.00
Br 10.57968 -3.61296 -2.73734 -0.01
Br 7.70643 -4.29785 -1.53818 0.06
H 9.93407 -4.34266 -0.46579 0.34
```

***

Entry 2:
Computed, not measured: a 11-piece molecular cluster, H21O11 overall, with wB97M-V/def2-TZVPD.

Results
* lowest unoccupied orbital energy: 2.66 eV
* HOMO level: -6.7 eV
* charge: -1

```
32
Properties=species:S:1:pos:R:3:mulliken_charge:R:1
O 0.43678 0.26056 0.38200 -0.48
H -0.29022 0.01156 -0.34000 -0.25
O 1.93178 3.34556 1.00500 -0.73
H 1.38578 2.89356 0.49400 0.33
H 2.01978 2.63856 1.56200 0.36
O -3.63422 -1.47144 -0.94600 -0.70
H -3.45822 -1.80144 -0.02500 0.32
H -2.85122 -0.91444 -1.17800 0.40
O 0.19078 2.50556 -0.09300 -0.63
H 0.14778 1.67956 0.14100 0.36
H -0.63522 2.74956 0.23700 0.40
O -1.97522 0.70356 -1.59100 -0.60
H -1.79322 1.32356 -0.77900 0.25
H -2.33822 1.10656 -2.34100 0.23
O 0.29478 -0.69044 -2.57100 -0.66
H -0.38122 -0.36444 -2.15000 0.27
H 1.28278 -0.67344 -2.17800 0.37
O 1.10378 -2.36644 1.35200 -0.68
H 0.97878 -1.46144 0.94000 0.35
H 0.31878 -2.67644 1.10200 0.30
O -0.58022 -3.27844 -2.21400 -0.70
H -1.48922 -3.43744 -2.60900 0.31
H -0.46222 -2.25244 -2.11400 0.45
O 2.05478 0.85656 2.58400 -0.71
H 1.64578 0.54056 3.49600 0.31
H 1.51578 0.79756 1.85500 0.26
O 2.40078 -0.40844 -0.68900 -0.66
H 1.79778 -0.24244 0.02600 0.26
H 3.18578 -0.04544 -0.66700 0.20
O -1.32822 0.19256 2.50300 -0.68
H -0.81722 0.22356 1.68800 0.49
H -0.65822 0.25556 3.11800 0.25
```

***

Entry 3:
Computed, not measured: C3HBeO2 as an isolated structure, with wB97M-V/def2-TZVPD.

Results
* lowest unoccupied orbital energy: -8.46 eV
* HOMO level: -14.5 eV
* charge: +1

```
7
Properties=species:S:1:pos:R:3:mulliken_charge:R:1
H 0.02111 -1.82300 -0.24446 0.34
C -0.13145 -0.79852 0.13255 -0.61
C 0.76308 0.16837 -0.11198 1.49
O -1.39964 -0.26386 0.12329 -0.11
Be 2.12201 0.27153 0.22257 0.03
O -0.04728 1.35804 -0.12611 -0.21
C -1.32783 1.08744 0.00415 0.07
```

***

Entry 4:
Computed, not measured: a 4-piece molecular cluster, C31H36F4N3O3 overall, with wB97M-V/def2-TZVPD.

Results
* lowest unoccupied orbital energy: -4.27 eV
* HOMO level: -11.3 eV
* charge: +1

```
77
Properties=species:S:1:pos:R:3:mulliken_charge:R:1
C 1.89790 1.01368 3.32402 -0.77
C 2.94781 0.34454 2.45464 0.43
O 3.97441 -0.04950 2.97947 -0.57
N 2.75923 0.13983 1.03026 -0.14
C 3.03214 1.43749 0.37130 -0.94
C 1.37780 -0.19383 0.70139 -0.44
C 0.79709 -1.33374 1.54222 -0.91
C 0.03558 -2.39851 0.75953 -0.93
C -1.37678 -1.97405 0.24672 -0.66
C -1.72662 -0.56960 0.58132 0.57
C -1.52550 0.40562 -0.38547 -0.35
C -1.79920 1.67241 -0.03540 0.35
F -1.63641 2.65752 -0.88521 -0.31
C -2.26038 1.94536 1.26009 0.38
C -2.53638 3.36816 1.68616 -0.90
O -1.41669 3.93170 2.32539 -0.22
O -0.46506 4.16441 1.28719 -0.33
N -2.45226 1.02484 2.15893 -1.07
N -2.17465 -0.22857 1.77875 1.04
C -2.42426 -1.24847 2.80649 -0.81
H 1.16311 1.61321 2.79676 0.05
H 2.41861 1.57779 4.07867 0.38
H 1.36499 0.23600 3.85734 0.30
H 2.54927 2.24263 0.92979 0.31
H 2.60570 1.42920 -0.62036 0.34
H 4.08794 1.65900 0.35491 0.35
H 0.75591 0.69378 0.87185 0.13
H 1.33472 -0.43705 -0.35448 0.75
H 1.60960 -1.83438 2.05691 0.72
H 0.19894 -0.88405 2.32438 0.15
H 0.63264 -2.69973 -0.08628 0.44
H -0.05604 -3.27576 1.38864 0.40
H -1.34917 -2.01171 -0.83115 0.02
H -2.15126 -2.67123 0.52558 0.50
H -1.15580 0.15488 -1.36054 0.63
H -2.75806 3.97170 0.81309 0.41
H -3.38380 3.42004 2.35126 0.40
H 0.39977 4.01195 1.69449 0.34
H -1.55101 -1.85742 2.97548 0.34
H -3.25960 -1.86493 2.50421 0.39
H -2.68577 -0.75456 3.72620 0.29
F 1.95009 4.62187 1.34382 -0.35
C 2.40578 5.49055 2.29155 0.50
C 2.37028 5.08492 3.60555 0.08
C 2.81221 5.95667 4.58926 -0.56
C 3.27993 7.21465 4.23682 -0.54
C 3.30808 7.59912 2.90194 -0.41
C 2.86978 6.73027 1.91317 -0.62
H 1.99281 4.10061 3.85301 0.29
H 2.79469 5.65308 5.62660 0.37
H 3.62408 7.89585 5.00244 0.39
H 3.66953 8.58042 2.62874 0.38
H 2.88440 7.00869 0.86792 0.42
F -0.44189 -3.74936 -2.05442 -0.06
C 0.52402 -4.52598 -2.63104 0.55
C 1.03983 -5.58296 -1.91346 -0.41
C 2.01830 -6.37002 -2.50213 -0.48
C 2.46386 -6.08408 -3.78494 -0.56
C 1.92895 -5.01166 -4.48482 -0.48
C 0.94525 -4.22251 -3.90757 -0.47
H 0.68034 -5.78556 -0.91268 0.41
H 2.43159 -7.20781 -1.95830 0.37
H 3.22811 -6.69886 -4.23955 0.39
H 2.27684 -4.78724 -5.48329 0.39
H 0.50919 -3.38699 -4.44055 0.41
F -1.62018 -2.50873 -6.05806 -0.28
C -2.78787 -2.47651 -5.38527 0.35
C -2.82100 -2.94771 -4.08894 -0.13
C -4.02121 -2.90947 -3.39336 -0.44
C -5.16543 -2.41194 -4.00205 -0.62
C -5.10820 -1.94702 -5.30918 -0.40
C -3.91099 -1.97358 -6.00945 -0.47
H -1.92097 -3.33816 -3.63752 0.30
H -4.06341 -3.27424 -2.37493 0.44
H -6.10137 -2.38982 -3.46026 0.39
H -5.99914 -1.56429 -5.78725 0.38
H -3.84473 -1.61087 -7.02633 0.44
```

***

Entry 5:
Computed, not measured: one molecule with the formula C25H33N7O4, with wB97M-V/def2-TZVPD.

Results
* lowest unoccupied orbital energy: -0.53 eV
* structure (SMILES): [H]/N=c1/c(C(=O)NCCN2CCOCC2)cc2c(=O)n3cccc(C)c3nc2n1CCN1CCOCC1
* HOMO level: -7.9 eV

```
69
Properties=species:S:1:pos:R:3:mulliken_charge:R:1
C 4.44683 2.28304 -3.35700 -1.29
C 5.01898 0.98970 -2.88068 0.84
C 6.15138 0.43825 -3.40480 -0.53
C 6.64647 -0.78595 -2.90819 -0.68
C 5.98406 -1.40780 -1.90319 -0.48
N 4.85284 -0.87641 -1.36597 0.00
C 4.33610 0.31430 -1.82139 0.14
N 3.24571 0.85393 -1.33143 -0.34
C 2.59969 0.23099 -0.33251 0.54
N 1.47947 0.82931 0.14731 0.22
C 0.66131 0.24732 1.13601 0.77
N -0.47195 0.72624 1.46832 -0.73
H -0.81291 1.50485 0.91891 0.22
C 1.18149 -0.95703 1.76366 0.45
C 2.31722 -1.53600 1.29455 -1.33
C 3.04417 -0.97689 0.21706 1.22
C 4.22248 -1.60687 -0.29121 -0.39
O 4.72259 -2.64685 0.07786 -0.68
H 2.67256 -2.44973 1.74823 0.60
C 0.49023 -1.67041 2.89167 0.26
O 0.91609 -2.73433 3.31039 -0.74
N -0.58386 -1.03993 3.39566 -0.07
C -1.45363 -1.66061 4.36227 -1.52
H -1.70291 -0.94806 5.15268 0.39
H -0.89073 -2.49305 4.79145 0.57
C -2.74751 -2.19784 3.73079 -0.19
N -3.85423 -1.25711 3.82096 -0.03
C -5.12064 -1.82046 3.37834 -0.89
C -5.23315 -1.89692 1.84862 -0.43
O -5.02882 -0.63304 1.25063 -0.46
C -3.78230 -0.08163 1.63039 0.04
C -3.66933 0.02364 3.15529 -1.11
H -2.71052 0.45623 3.43223 0.42
H -4.46497 0.68320 3.51868 0.44
H -3.73687 0.90743 1.17207 0.28
H -2.95872 -0.69389 1.23352 0.18
H -6.23491 -2.21172 1.55098 0.37
H -4.50212 -2.61886 1.45265 0.29
H -5.24772 -2.81454 3.81037 0.44
H -5.91502 -1.16920 3.75694 0.37
H -2.51424 -2.51238 2.70137 0.22
H -3.06299 -3.08606 4.28487 0.50
H -0.88193 -0.21227 2.87588 0.23
C 1.14831 2.13769 -0.38753 -2.03
H 2.09192 2.62744 -0.63489 0.65
H 0.63434 2.71428 0.38457 0.56
C 0.28579 2.07559 -1.66017 -0.45
N -1.05817 1.61258 -1.35542 0.34
C -1.31949 0.22359 -1.70691 -0.27
H -0.48071 -0.39821 -1.39112 0.32
C -1.57391 0.04636 -3.20909 -0.67
O -2.62588 0.87498 -3.65472 -0.41
C -2.36479 2.23161 -3.36820 -0.46
C -2.13846 2.44111 -1.86605 -0.78
H -1.92504 3.49038 -1.65456 0.54
H -3.04815 2.15172 -1.33110 0.18
H -3.23824 2.78718 -3.71255 0.39
H -1.47846 2.56813 -3.93185 0.29
H -1.87969 -0.97701 -3.43046 0.39
H -0.65725 0.27548 -3.77823 0.30
H -2.21177 -0.08722 -1.15623 0.03
H 0.79881 1.43044 -2.38252 0.25
H 0.24815 3.08514 -2.07703 0.52
H 6.28847 -2.34442 -1.45889 0.48
H 7.54022 -1.22278 -3.32042 0.42
H 6.67678 0.93810 -4.20435 0.42
H 3.41247 2.14079 -3.66184 0.22
H 4.44536 3.00744 -2.54474 0.30
H 5.02167 2.67703 -4.18993 0.39
```

***

| no. | E_tot (eV) |
| --- | --- |
| 1 | -2935269.1184 |
| 2 | -22861.2752 |
| 3 | -7609.5051 |
| 4 | -54203.0456 |
| 5 | -45081.8484 |